This record from the OMol25 dataset describes a structure of composition C5H9NO. The level of theory is ωB97M-V/def2-TZVPD.

Computed properties:
- HOMO-LUMO gap (Ha) = 0.3466
- energy above the lowest of the compared OMol25 structures with the same formula, charge and spin (kJ/mol) = 434.7
- energy (eV) = -8864.707

Geometry (Å):
1 C -1.334 1.382 -0.644
2 C -0.556 0.077 -0.654
3 C 0.956 0.004 -0.823
4 N 1.079 -1.262 -0.073
5 C 1.313 -0.954 1.222
6 C -0.620 -0.831 0.581
7 O -1.408 -1.597 1.044
8 H -1.022 2.058 0.158
9 H -2.408 1.192 -0.546
10 H -1.177 1.894 -1.601
11 H -0.981 -0.586 -1.417
12 H 1.294 -0.078 -1.857
13 H 1.475 0.852 -0.348
14 H 0.146 -0.181 1.519
15 H 1.179 -1.771 1.933
16 H 2.062 -0.200 1.505

These are the Mulliken partial charges, in e, on atoms 1 to 2:
1 C -1.36
2 C 0.56

***

This record from the OMol25 dataset describes a structure of composition C4H15BrMnNO3. The level of theory is ωB97M-V/def2-TZVPD.

Computed properties:
- total charge = +2
- HOMO-LUMO gap (alpha / beta) (Ha) = 0.3888 / 0.2180
- energy (eV) = -113370.034
- multiplicity = 7

Geometry (Å):
1 Mn 0.282 1.089 -0.983
2 Br 0.103 3.537 -1.501
3 C 0.186 -2.645 0.958
4 C -0.189 -1.228 0.539
5 C 0.420 -0.219 1.460
6 O -0.049 1.073 1.048
7 C 0.112 1.980 2.114
8 N 0.396 -1.029 -0.750
9 H -0.249 -3.407 0.311
10 H -0.231 -2.913 1.928
11 H 1.258 -2.842 0.971
12 H -1.246 -1.143 0.288
13 H 1.462 -0.427 1.701
14 H -0.106 -0.424 2.392
15 H -0.716 1.958 2.823
16 H 0.006 2.937 1.604
17 H 1.056 1.921 2.655
18 H 0.007 -1.649 -1.447
19 H 1.375 -1.277 -0.795
20 O -1.712 0.703 -1.422
21 H -2.452 0.815 -0.826
22 H -1.940 1.228 -2.189
23 O 0.680 0.636 -3.242
24 H 1.000 -0.060 -3.816
25 H 0.548 1.385 -3.823

These are the Mulliken partial charges, in e, on atoms 1 to 2:
1 Mn 0.71
2 Br 0.17

***

This record from the OMol25 dataset describes the ion C5H11N2S with charge +1. The level of theory is ωB97M-V/def2-TZVPD.

Computed properties:
- total charge = +1
- HOMO-LUMO gap (alpha / beta) (Ha) = 0.2331 / 0.2356
- energy above the lowest of the compared OMol25 structures with the same formula, charge and spin (kJ/mol) = 291.0
- energy (eV) = -19165.265
- multiplicity = 3

Geometry (Å):
1 C -2.327 -1.295 0.032
2 C -1.704 1.309 -0.042
3 C -0.439 -0.237 -0.627
4 C 1.513 -1.276 0.422
5 C 1.549 1.113 0.001
6 N -1.155 -1.313 -0.400
7 N 0.726 0.003 0.313
8 S -3.108 0.307 0.197
9 H -2.983 -2.211 0.175
10 H -1.237 1.657 0.837
11 H -1.509 2.004 -0.955
12 H -0.061 0.072 -1.663
13 H 1.782 -1.356 -0.670
14 H 2.456 -1.228 0.976
15 H 0.787 -2.111 0.504
16 H 2.092 1.090 -1.064
17 H 0.905 1.997 -0.141
18 H 2.315 1.223 0.821
19 H 0.398 0.251 1.285

These are the Mulliken partial charges, in e, on atoms 1 to 2:
1 C -0.34
2 C -0.59

***

This record from the OMol25 dataset describes a cluster of 2 separate species, C9H14 in total. The level of theory is ωB97M-V/def2-TZVPD.

Computed properties:
- HOMO-LUMO gap (Ha) = 0.3651
- energy above the lowest of the compared OMol25 structures with the same formula, charge and spin (kJ/mol) = 227.1
- energy (eV) = -9557.827
- SMILES = Cc1ccccc1.CC

Geometry (Å):
1 C 0.390 -2.473 0.186
2 C 0.736 -1.025 0.544
3 C 1.651 -0.216 0.037
4 C 2.075 0.913 0.684
5 C 1.455 1.339 1.809
6 C 0.335 0.644 2.340
7 C -0.075 -0.447 1.554
8 H 0.804 -3.199 0.897
9 H 0.705 -2.929 -0.760
10 H -0.738 -2.422 0.385
11 H 2.025 -0.419 -0.983
12 H 2.821 1.696 0.163
13 H 2.021 2.015 2.462
14 H -0.335 1.026 3.067
15 H -0.916 -0.971 1.859
16 C -2.683 0.652 -3.527
17 C -2.368 0.741 -2.056
18 H -1.780 0.820 -4.260
19 H -3.169 -0.146 -3.846
20 H -3.504 1.410 -3.741
21 H -1.836 -0.018 -1.500
22 H -3.228 0.742 -1.379
23 H -1.963 1.627 -1.791

These are the Mulliken partial charges, in e, on atoms 1 to 2:
1 C -1.20
2 C 0.49

***

This record from the OMol25 dataset describes a cluster of 8 separate species, C5H26N2O8 in total. The level of theory is ωB97M-V/def2-TZVPD.

Computed properties:
- HOMO-LUMO gap (Ha) = 0.3353
- energy above the lowest of the compared OMol25 structures with the same formula, charge and spin (kJ/mol) = 256.9
- energy (eV) = -24966.366
- SMILES = CNCC[C@H](N)C=O.O.O.O.O.O.O.O

Geometry (Å):
1 C -1.332 -1.460 2.898
2 N -0.409 -0.648 2.094
3 C -0.277 0.733 2.533
4 C 0.335 1.717 1.521
5 C -0.753 2.696 0.959
6 N -2.010 2.018 0.686
7 C -0.222 3.405 -0.292
8 O 0.595 3.042 -1.088
9 H -0.689 -1.921 3.637
10 H -1.638 -2.268 2.253
11 H -2.088 -0.848 3.383
12 H -0.550 -0.776 1.107
13 H -1.281 1.094 2.823
14 H 0.142 0.743 3.544
15 H 0.813 1.169 0.722
16 H 1.052 2.280 2.127
17 H -0.892 3.435 1.749
18 H -1.949 1.152 0.170
19 H -2.527 2.620 0.069
20 H -0.746 4.350 -0.531
21 O 2.596 -3.248 -0.313
22 H 1.754 -3.353 0.168
23 H 2.922 -2.426 0.104
24 O 0.071 -1.063 -3.936
25 H 0.769 -1.611 -3.522
26 H 0.579 -0.245 -4.166
27 O -1.802 2.038 -2.306
28 H -1.832 2.447 -3.203
29 H -1.609 1.122 -2.539
30 O -1.052 -1.265 -1.468
31 H -0.926 -1.381 -2.453
32 H -1.956 -1.511 -1.361
33 O 1.231 -2.986 -2.494
34 H 0.747 -2.463 -1.856
35 H 1.930 -3.326 -1.931
36 O 1.782 0.490 -1.511
37 H 1.416 -0.051 -2.191
38 H 1.320 1.366 -1.447
39 O 2.401 -1.503 1.834
40 H 1.430 -1.329 1.795
41 H 2.655 -2.235 2.433

These are the Mulliken partial charges, in e, on atoms 1 to 2:
1 C -1.08
2 N -0.18

***

This record from the OMol25 dataset describes a cluster of 3 separate species, C22H50N7O5 in total. The level of theory is ωB97M-V/def2-TZVPD.

Computed properties:
- total charge = +1
- HOMO-LUMO gap (Ha) = 0.2779
- energy above the lowest of the compared OMol25 structures with the same formula, charge and spin (kJ/mol) = 0.0
- energy (eV) = -44281.149

Geometry (Å):
1 C -1.536 0.095 -3.585
2 C -0.381 0.897 -2.941
3 C -0.982 2.149 -2.291
4 C 0.351 -0.044 -1.978
5 C 1.053 -1.142 -2.834
6 C 1.445 0.622 -1.154
7 O 1.008 1.383 0.003
8 N 0.203 0.661 0.840
9 C -1.180 1.098 0.941
10 C -1.217 2.608 1.126
11 N -0.511 3.099 2.053
12 C 0.689 -0.338 1.547
13 N 1.982 -0.758 1.495
14 C 2.069 -1.735 2.362
15 N 0.905 -1.990 2.967
16 N 0.008 -1.105 2.434
17 H -1.985 -0.589 -2.874
18 H -1.159 -0.464 -4.432
19 H -2.322 0.774 -3.902
20 H 0.280 1.190 -3.754
21 H -1.945 1.913 -1.846
22 H -1.194 2.870 -3.074
23 H -0.305 2.607 -1.578
24 H -0.349 -0.587 -1.343
25 H 0.438 -2.025 -2.948
26 H 2.042 -1.378 -2.456
27 H 1.213 -0.738 -3.829
28 H 2.197 -0.092 -0.838
29 H 1.942 1.353 -1.786
30 H -1.744 0.772 0.073
31 H -1.645 0.702 1.839
32 H -1.847 3.217 0.482
33 H -0.618 4.110 2.094
34 H 2.986 -2.256 2.565
35 H 0.651 -2.655 3.676
36 H -0.950 -1.061 2.733
37 C -4.930 -6.006 0.215
38 O -4.823 -6.486 -1.107
39 C -6.019 -6.389 -1.875
40 C -5.923 -5.309 -2.933
41 N -5.917 -3.974 -2.345
42 C -5.562 -2.896 -3.265
43 C -4.202 -2.933 -3.958
44 O -3.088 -2.712 -3.106
45 C -2.658 -3.838 -2.363
46 H -4.052 -6.350 0.761
47 H -4.948 -4.910 0.256
48 H -5.823 -6.395 0.711
49 H -6.889 -6.235 -1.230
50 H -6.145 -7.348 -2.382
51 H -6.779 -5.398 -3.606
52 H -5.015 -5.508 -3.516
53 H -5.276 -3.959 -1.565
54 H -5.613 -1.964 -2.696
55 H -6.336 -2.835 -4.036
56 H -4.186 -2.105 -4.671
57 H -4.054 -3.845 -4.547
58 H -2.782 -4.769 -2.919
59 H -3.179 -3.908 -1.404
60 H -1.595 -3.704 -2.147
61 C 6.850 5.634 4.284
62 O 6.614 5.353 2.917
63 C 6.972 4.042 2.505
64 C 5.749 3.185 2.240
65 N 5.044 2.852 3.471
66 C 3.720 2.265 3.281
67 C 2.652 3.054 2.525
68 O 2.161 4.192 3.208
69 C 2.974 5.351 3.127
70 H 6.769 6.712 4.415
71 H 6.111 5.156 4.936
72 H 7.852 5.320 4.587
73 H 7.639 3.567 3.230
74 H 7.521 4.146 1.566
75 H 6.066 2.259 1.750
76 H 5.115 3.738 1.536
77 H 4.950 3.684 4.036
78 H 3.323 2.058 4.279
79 H 3.846 1.298 2.781
80 H 1.792 2.399 2.411
81 H 2.967 3.323 1.510
82 H 3.476 5.432 2.159
83 H 3.714 5.376 3.930
84 H 2.326 6.218 3.255

These are the Mulliken partial charges, in e, on atoms 1 to 2:
1 C -1.53
2 C 0.43

***

This record from the OMol25 dataset describes a structure of composition C39H26Cl2IN7O8V. The level of theory is ωB97M-V/def2-TZVPD.

Computed properties:
- total charge = -2
- HOMO-LUMO gap (alpha / beta) (Ha) = 0.1626 / 0.2478
- energy above the lowest of the compared OMol25 structures with the same formula, charge and spin (kJ/mol) = 281.5
- energy (eV) = -126511.036
- multiplicity = 4

Geometry (Å):
1 V 0.256 -0.021 0.626
2 Cl -0.042 -5.754 -2.782
3 C 0.546 -4.544 -1.674
4 C 0.356 -3.208 -1.995
5 C 0.774 -2.221 -1.114
6 N 0.457 -0.870 -1.265
7 C 0.305 -0.325 -2.479
8 O 0.718 -0.737 -3.562
9 C -0.636 0.837 -2.491
10 C -0.887 1.824 -3.640
11 C -0.520 3.219 -3.270
12 C -0.810 3.641 -2.044
13 C -1.373 2.726 -1.014
14 N -1.295 1.295 -1.279
15 C 1.411 -2.571 0.092
16 C 1.612 -3.913 0.386
17 C 1.170 -4.894 -0.491
18 Cl 1.413 -6.565 -0.065
19 N 1.718 -1.502 0.940
20 C 2.814 -1.558 1.708
21 O 3.671 -2.444 1.738
22 C 2.949 -0.393 2.662
23 C 4.203 0.155 2.911
24 C 4.294 1.226 3.781
25 C 3.140 1.687 4.401
26 C 1.943 1.058 4.102
27 N 1.838 0.048 3.243
28 H -0.120 -2.940 -2.927
29 H -0.459 1.470 -4.575
30 H -0.053 3.882 -3.987
31 H -0.583 4.644 -1.707
32 H -0.887 2.901 -0.062
33 H 2.108 -4.195 1.302
34 H 5.066 -0.259 2.409
35 H 5.246 1.707 3.969
36 H 3.157 2.535 5.071
37 H 1.015 1.399 4.548
38 C -0.731 -2.023 3.970
39 C -1.446 -2.831 2.937
40 N -1.910 -4.032 3.247
41 C -2.519 -4.759 2.309
42 C -2.742 -4.322 1.015
43 C -3.468 -5.191 0.032
44 O -4.810 -4.762 -0.213
45 C -2.304 -3.033 0.680
46 C -2.524 -2.459 -0.659
47 N -2.670 -1.202 -0.803
48 C -2.819 -0.640 -2.062
49 C -3.519 -1.158 -3.088
50 C -3.571 -0.479 -4.381
51 C -3.060 0.736 -4.591
52 C -2.421 1.531 -3.503
53 C -2.117 0.646 -2.286
54 I -3.410 3.255 -0.495
55 C -1.591 -2.292 1.637
56 O -1.065 -1.146 1.317
57 H -0.848 -2.490 4.946
58 H -1.110 -0.999 3.989
59 H 0.330 -1.931 3.727
60 H -2.851 -5.749 2.607
61 H -3.544 -6.204 0.429
62 H -2.918 -5.252 -0.915
63 H -4.802 -3.801 -0.283
64 H -2.509 -3.156 -1.506
65 H -4.045 -2.097 -2.977
66 H -4.064 -1.001 -5.193
67 H -3.156 1.200 -5.567
68 H -3.009 2.431 -3.296
69 O -0.233 1.661 1.787
70 C 0.851 2.222 1.405
71 O 1.502 1.613 0.477
72 C 1.330 3.452 1.989
73 C 0.608 4.087 3.018
74 C 1.095 5.205 3.639
75 C 2.345 5.739 3.245
76 C 3.076 5.113 2.204
77 C 2.571 3.995 1.596
78 N 2.852 6.863 3.876
79 O 3.970 7.322 3.510
80 O 2.187 7.398 4.806
81 H -0.343 3.665 3.321
82 H 0.554 5.702 4.430
83 H 4.026 5.537 1.920
84 H 3.128 3.496 0.814

These are the Mulliken partial charges, in e, on atoms 1 to 2:
1 V 0.42
2 Cl -0.25

***

This record from the OMol25 dataset describes a cluster of 10 separate species, C41H86B2O10 in total. The level of theory is ωB97M-V/def2-TZVPD.

Computed properties:
- HOMO-LUMO gap (Ha) = 0.3391
- energy above the lowest of the compared OMol25 structures with the same formula, charge and spin (kJ/mol) = 12.1
- energy (eV) = -65735.696
- SMILES = CCCBB(O)CC.C1CCOC1.C1CCOC1.C1CCOC1.C1CCOC1.C1CCOC1.C1CCOC1.C1CCOC1.C1CCOC1.C1CCOC1

Geometry (Å):
1 C -0.965 1.689 -0.685
2 C -0.682 2.625 -1.858
3 C -0.914 4.113 -1.505
4 B -2.396 4.542 -1.800
5 B -3.806 3.964 -1.059
6 O -4.544 4.842 -0.270
7 C -4.361 2.499 -1.261
8 C -5.878 2.336 -1.064
9 H -0.066 1.591 -0.081
10 H -1.761 2.059 -0.043
11 H -1.207 0.682 -1.026
12 H 0.371 2.514 -2.124
13 H -1.249 2.345 -2.749
14 H -0.240 4.716 -2.119
15 H -0.629 4.268 -0.462
16 H -2.556 5.357 -2.676
17 H -4.985 5.507 -0.819
18 H -4.057 2.161 -2.258
19 H -3.835 1.823 -0.582
20 H -6.094 2.011 -0.047
21 H -6.290 1.589 -1.739
22 H -6.405 3.278 -1.206
23 C -0.506 7.522 2.286
24 C -1.586 6.565 2.794
25 C -1.228 5.286 2.054
26 O 0.191 5.303 1.877
27 C 0.702 6.597 2.194
28 H -0.333 8.375 2.940
29 H -0.771 7.898 1.295
30 H -1.490 6.416 3.871
31 H -2.602 6.895 2.585
32 H -1.705 5.258 1.069
33 H -1.510 4.385 2.599
34 H 1.236 6.548 3.149
35 H 1.411 6.893 1.419
36 C 4.026 -0.661 0.192
37 C 3.486 -1.576 -0.908
38 C 1.986 -1.440 -0.700
39 O 1.763 -0.118 -0.206
40 C 3.008 0.474 0.175
41 H 5.043 -0.314 0.014
42 H 4.004 -1.175 1.156
43 H 3.772 -1.189 -1.889
44 H 3.818 -2.608 -0.840
45 H 1.620 -2.162 0.039
46 H 1.415 -1.571 -1.621
47 H 3.282 1.239 -0.560
48 H 2.883 0.957 1.144
49 C 2.673 6.417 -2.743
50 C 2.984 5.815 -4.113
51 C 4.356 5.197 -3.868
52 O 4.375 4.798 -2.498
53 C 3.258 5.364 -1.811
54 H 1.610 6.584 -2.569
55 H 3.195 7.368 -2.620
56 H 2.256 5.038 -4.357
57 H 2.990 6.544 -4.922
58 H 5.155 5.927 -4.040
59 H 4.550 4.323 -4.491
60 H 2.528 4.573 -1.606
61 H 3.600 5.774 -0.860
62 C 4.184 -7.093 0.230
63 C 4.240 -6.130 1.415
64 C 4.584 -4.817 0.723
65 O 3.992 -4.883 -0.578
66 C 3.558 -6.222 -0.845
67 H 3.598 -7.990 0.417
68 H 5.194 -7.392 -0.063
69 H 3.263 -6.063 1.894
70 H 4.964 -6.407 2.179
71 H 5.668 -4.693 0.613
72 H 4.190 -3.943 1.244
73 H 2.465 -6.261 -0.796
74 H 3.867 -6.493 -1.855
75 C -5.103 2.364 3.042
76 C -4.861 1.619 4.354
77 C -3.880 2.548 5.058
78 O -4.198 3.872 4.625
79 C -5.092 3.813 3.508
80 H -6.032 2.092 2.544
81 H -4.279 2.185 2.347
82 H -5.790 1.549 4.924
83 H -4.465 0.613 4.222
84 H -2.846 2.319 4.777
85 H -3.958 2.507 6.145
86 H -6.083 4.134 3.844
87 H -4.742 4.499 2.735
88 C -6.878 9.156 -0.972
89 C -5.477 9.767 -0.947
90 C -4.609 8.540 -0.700
91 O -5.291 7.447 -1.322
92 C -6.622 7.832 -1.679
93 H -7.615 9.769 -1.489
94 H -7.231 8.981 0.045
95 H -5.241 10.210 -1.917
96 H -5.346 10.530 -0.183
97 H -4.506 8.330 0.369
98 H -3.613 8.621 -1.135
99 H -6.681 7.941 -2.767
100 H -7.310 7.043 -1.373
101 C 4.690 -7.912 6.662
102 C 5.568 -8.586 5.608
103 C 4.687 -8.482 4.369
104 O 3.929 -7.282 4.518
105 C 4.051 -6.790 5.853
106 H 5.244 -7.544 7.525
107 H 3.926 -8.607 7.017
108 H 6.491 -8.020 5.467
109 H 5.832 -9.614 5.849
110 H 4.000 -9.332 4.296
111 H 5.258 -8.424 3.440
112 H 4.683 -5.896 5.848
113 H 3.061 -6.510 6.215
114 C 0.789 -10.782 -2.202
115 C 0.936 -11.497 -0.859
116 C 1.956 -10.611 -0.154
117 O 1.738 -9.287 -0.642
118 C 0.875 -9.321 -1.781
119 H -0.139 -11.014 -2.722
120 H 1.622 -11.038 -2.860
121 H -0.013 -11.486 -0.319
122 H 1.268 -12.530 -0.946
123 H 2.980 -10.917 -0.396
124 H 1.845 -10.607 0.931
125 H -0.108 -8.932 -1.495
126 H 1.289 -8.673 -2.554
127 C -1.420 -3.037 -4.350
128 C -0.029 -2.404 -4.351
129 C 0.851 -3.601 -4.013
130 O 0.197 -4.746 -4.565
131 C -1.131 -4.403 -4.962
132 H -2.160 -2.472 -4.915
133 H -1.783 -3.149 -3.326
134 H 0.212 -2.024 -5.345
135 H 0.082 -1.588 -3.639
136 H 0.943 -3.734 -2.929
137 H 1.853 -3.529 -4.436
138 H -1.179 -4.365 -6.055
139 H -1.812 -5.182 -4.615

These are the Mulliken partial charges, in e, on atoms 1 to 2:
1 C -0.59
2 C -0.62

***

The lowest energy belongs to which entry? C39H26Cl2IN7O8V

***

Which of these has the lowest energy? C39H26Cl2IN7O8V

***

Among the records above, which one has the highest energy? C5H9NO

***

Which of these has the highest energy? C5H9NO